Computed, not measured: the molecule C2H7N3S at a distorted geometry, with the ωB97M-V functional and the def2-TZVPD basis.

Last column: Mulliken charge in e.
Positions of all 13 atoms, in Å:
C (0.1799, -0.6366, 0.8374)  -0.84
C (-0.3312, 0.7275, 0.3565)  0.71
H (1.6625, -2.1522, -0.1282)  0.25
H (2.1906, -0.8406, 0.9795)  0.25
H (0.3440, -0.5186, 1.8953)  0.39
H (-0.5266, -1.3744, 0.6451)  0.40
H (-0.3805, 2.6891, 0.4781)  0.22
H (-0.5349, 1.6505, -1.3409)  0.29
H (-2.1622, -0.6947, -1.9384)  0.12
N (1.4590, -1.0508, 0.1745)  -0.58
N (-0.0113, 1.8257, 0.9924)  -0.67
N (-0.9669, 0.8002, -0.9002)  -0.42
S (-0.9225, -0.4250, -2.0511)  -0.13

Values from the calculation:
HOMO level (eV): -9.191
Orbital gap (eV): 9.920
Energy above the lowest of the compared OMol25 structures with the same formula, charge and spin (eV): 1.770

***

Computed, not measured: the molecule C21H20N6O4S2 at a distorted geometry, with the ωB97M-V functional and the def2-TZVPD basis.

Last column: Mulliken charge in e.
Positions of all 53 atoms, in Å:
C (-3.4032, 4.8199, 5.2899)  -1.08
C (-4.2143, 3.5444, 5.1147)  -0.25
H (-5.0175, 3.6825, 4.3885)  0.30
H (-4.6287, 3.2233, 6.0758)  0.33
O (-3.4106, 2.4876, 4.5819)  -0.35
C (-2.6515, 1.8100, 5.4379)  0.68
O (-2.6247, 1.9917, 6.6255)  -0.60
C (-1.7829, 0.7974, 4.7070)  -0.75
C (-0.4709, 1.4648, 4.4430)  -0.19
C (0.5264, 1.6526, 5.3468)  -0.25
S (1.8413, 2.5144, 4.6374)  -0.24
C (0.9138, 2.5632, 3.1386)  0.43
N (-0.2362, 1.9943, 3.2123)  -0.09
N (1.4524, 3.1680, 2.0405)  -0.08
C (0.9552, 3.2555, 0.7540)  0.35
O (1.5948, 3.8366, -0.0868)  -0.60
C (-0.3718, 2.5963, 0.4973)  -0.62
H (-0.6776, 2.7834, -0.5332)  0.45
H (-1.1184, 2.9046, 1.2258)  0.47
S (-0.2097, 0.7883, 0.6684)  -0.07
C (-0.0484, 0.3260, -1.0120)  0.53
N (-0.1973, 1.2381, -1.9551)  -0.43
C (-0.0719, 0.8738, -3.2268)  -0.56
N (0.1869, -0.3217, -3.7015)  -0.42
C (0.3303, -1.2580, -2.7603)  0.59
N (0.5972, -2.5803, -2.8906)  0.76
N (0.6614, -3.1677, -1.6795)  -1.25
C (0.4442, -2.2607, -0.7647)  -0.63
C (0.2209, -1.0014, -1.3643)  -0.04
H (0.4492, -2.5128, 0.2764)  0.49
C (0.7927, -3.3361, -4.0536)  0.74
C (0.7287, -2.7463, -5.3137)  -0.44
C (0.9242, -3.5192, -6.4362)  -0.74
C (1.1863, -4.8875, -6.3306)  0.82
C (1.2496, -5.4686, -5.0676)  -0.21
C (1.0536, -4.6953, -3.9386)  -1.10
H (1.1007, -5.1373, -2.9564)  0.37
H (1.4503, -6.5212, -4.9476)  0.39
O (1.3614, -5.5505, -7.5052)  -0.46
C (1.6288, -6.9314, -7.4670)  -0.84
H (2.5602, -7.1464, -6.9335)  0.33
H (0.8073, -7.4876, -7.0042)  0.33
H (1.7309, -7.2401, -8.5062)  0.24
H (0.8788, -3.0826, -7.4209)  0.40
H (0.5270, -1.6913, -5.4000)  0.54
H (-0.2003, 1.6650, -3.9526)  0.46
H (2.3638, 3.5949, 2.1636)  0.23
H (0.5628, 1.3452, 6.3711)  0.51
H (-2.2409, 0.5280, 3.7577)  0.19
H (-1.6455, -0.0748, 5.3445)  0.41
H (-2.6196, 4.6631, 6.0273)  0.31
H (-4.0523, 5.6206, 5.6320)  0.38
H (-2.9482, 5.1093, 4.3455)  0.27

Values from the calculation:
HOMO level (eV): -7.999
Orbital gap (eV): 8.279
Energy above the lowest of the compared OMol25 structures with the same formula, charge and spin (eV): 0.046

***

Computed, not measured: a cluster of 12 separate species, C36H56O36 in total at a distorted geometry, with the ωB97M-V functional and the def2-TZVPD basis.

Last column: Mulliken charge in e.
Positions of all 128 atoms, in Å:
C (2.0226, -2.1006, -6.6576)  -0.24
C (2.2751, -3.5296, -7.0323)  -0.22
O (1.2352, -4.2286, -6.3529)  -0.32
C (0.6163, -3.4461, -5.5242)  0.72
O (-0.3213, -3.8514, -4.8293)  -0.60
O (1.1181, -2.2538, -5.5770)  -0.33
H (1.6445, -1.5226, -7.5008)  0.22
H (2.9031, -1.5599, -6.3103)  0.24
H (3.3277, -3.6905, -6.7994)  0.27
H (2.0952, -3.5625, -8.1069)  0.27
C (-4.5345, 3.1851, 6.9110)  -0.37
C (-3.1843, 3.7819, 7.3285)  -0.23
O (-3.6961, 4.3895, 8.4741)  -0.34
C (-4.9703, 4.6754, 8.4116)  0.74
O (-5.5328, 5.5128, 9.1242)  -0.60
O (-5.5009, 4.0489, 7.4488)  -0.29
H (-4.6210, 2.1756, 7.3128)  0.26
H (-4.6260, 3.1165, 5.8270)  0.31
H (-2.8882, 4.6082, 6.6823)  0.24
H (-2.3006, 3.1538, 7.4408)  0.28
C (-1.0124, 9.4851, -5.6189)  -0.30
C (-0.6891, 9.6254, -7.0483)  -0.35
O (-0.7788, 8.3310, -7.4623)  -0.32
C (-0.4836, 7.5370, -6.4966)  0.74
O (-0.2893, 6.3738, -6.6689)  -0.55
O (-0.4041, 8.2569, -5.3897)  -0.32
H (-2.0294, 9.6605, -5.2679)  0.26
H (-0.4556, 10.3082, -5.1710)  0.27
H (0.2995, 10.0842, -7.0637)  0.26
H (-1.4364, 10.1542, -7.6399)  0.31
C (-7.2614, -9.8369, 4.4471)  -0.23
C (-7.5206, -8.5782, 3.6495)  -0.23
O (-8.6500, -8.9230, 2.8087)  -0.32
C (-9.0150, -10.1773, 3.0010)  0.67
O (-9.9969, -10.6237, 2.4550)  -0.53
O (-8.2234, -10.7858, 3.9716)  -0.34
H (-7.2932, -9.7026, 5.5283)  0.25
H (-6.2667, -10.2338, 4.2443)  0.22
H (-6.5970, -8.3908, 3.1017)  0.25
H (-7.7615, -7.7128, 4.2668)  0.26
C (0.6031, -11.8645, 5.9127)  -0.34
C (2.0370, -11.2350, 5.9189)  -0.26
O (1.8153, -10.0196, 5.3969)  -0.29
C (0.4962, -9.8465, 5.0590)  0.64
O (0.0095, -8.9336, 4.3625)  -0.55
O (-0.1790, -11.0322, 5.1647)  -0.29
H (0.2611, -11.9749, 6.9418)  0.25
H (0.6230, -12.8944, 5.5564)  0.28
H (2.6309, -11.7721, 5.1793)  0.28
H (2.3861, -11.1650, 6.9491)  0.27
C (4.7141, -5.4255, 0.6030)  -0.22
C (3.7472, -5.5872, -0.5397)  -0.31
O (3.8211, -6.9132, -0.9438)  -0.30
C (4.3244, -7.6696, 0.0436)  0.69
O (4.4254, -8.9198, 0.0508)  -0.57
O (4.7928, -6.7886, 1.0177)  -0.34
H (4.3273, -4.7569, 1.3720)  0.26
H (5.7494, -5.2089, 0.3397)  0.25
H (4.1406, -5.0220, -1.3847)  0.25
H (2.7152, -5.3418, -0.2892)  0.30
C (-6.0176, 5.0028, -2.7900)  -0.21
C (-7.4302, 5.3927, -2.5269)  -0.24
O (-7.3867, 5.7105, -1.1080)  -0.36
C (-6.1193, 5.7159, -0.6368)  0.69
O (-5.7457, 5.9774, 0.4910)  -0.56
O (-5.3282, 5.3643, -1.6315)  -0.31
H (-5.7004, 5.5011, -3.7061)  0.27
H (-6.0266, 3.9527, -3.0821)  0.25
H (-8.0876, 4.5239, -2.4947)  0.23
H (-7.8059, 6.2470, -3.0900)  0.25
C (-8.2091, -4.3989, -2.8066)  -0.26
C (-8.9071, -3.3034, -1.9353)  -0.24
O (-8.6287, -2.0913, -2.6606)  -0.31
C (-8.1121, -2.3937, -3.8313)  0.71
O (-7.8105, -1.5383, -4.7087)  -0.60
O (-7.8826, -3.7029, -3.9667)  -0.31
H (-8.8137, -5.2518, -3.1151)  0.25
H (-7.3696, -4.8598, -2.2862)  0.23
H (-8.6674, -3.2765, -0.8723)  0.30
H (-9.9694, -3.5031, -2.0756)  0.24
C (10.5210, 1.3465, -6.1280)  -0.65
O (9.5686, 2.2261, -5.4781)  -0.31
C (8.3093, 2.2217, -5.8723)  0.83
O (7.8194, 1.3318, -6.5592)  -0.59
O (7.6683, 3.0858, -5.1458)  -0.30
C (6.2491, 3.1584, -5.2711)  -0.67
H (10.2798, 0.3092, -5.8955)  0.28
H (11.5402, 1.6636, -5.9075)  0.26
H (10.5333, 1.3862, -7.2172)  0.30
H (5.7978, 2.4522, -4.5741)  0.28
H (5.8208, 2.8012, -6.2076)  0.32
H (5.8682, 4.1444, -5.0050)  0.25
C (0.1003, 2.5874, 0.1934)  -0.59
O (-0.7287, 1.4510, -0.0097)  -0.29
C (-0.9246, 0.5229, 0.9111)  0.79
O (-0.3975, 0.6059, 2.0667)  -0.62
O (-1.7341, -0.4543, 0.3678)  -0.26
C (-2.3383, -1.4213, 1.1765)  -0.64
H (1.0495, 2.3689, 0.6827)  0.28
H (-0.4509, 3.1538, 0.9440)  0.28
H (0.3400, 3.1384, -0.7161)  0.23
H (-2.2645, -1.2776, 2.2544)  0.33
H (-2.0441, -2.3956, 0.7865)  0.25
H (-3.3789, -1.4140, 0.8521)  0.25
C (7.3281, 0.1543, 1.3000)  -0.69
O (6.2380, 0.5821, 2.1524)  -0.29
C (6.4204, 0.7421, 3.4370)  0.79
O (7.4909, 0.5834, 4.0399)  -0.59
O (5.2971, 1.1965, 3.9643)  -0.27
C (5.2950, 1.5089, 5.3795)  -0.65
H (6.7936, -0.2490, 0.4399)  0.26
H (7.9576, -0.6629, 1.6520)  0.31
H (7.8843, 0.9670, 0.8327)  0.30
H (5.7053, 0.6273, 5.8720)  0.28
H (4.3688, 1.6748, 5.9298)  0.26
H (5.8805, 2.4013, 5.6004)  0.28
C (1.4422, 9.7011, 2.5214)  -0.65
O (2.5649, 9.0423, 2.9847)  -0.30
C (3.6663, 8.9800, 2.2534)  0.84
O (3.8227, 9.4534, 1.1164)  -0.61
O (4.6319, 8.4749, 2.9065)  -0.30
C (5.8047, 8.0221, 2.2443)  -0.65
H (0.8954, 9.2296, 1.7048)  0.30
H (1.6354, 10.6959, 2.1199)  0.30
H (0.7551, 9.7367, 3.3667)  0.24
H (5.5625, 7.6911, 1.2344)  0.33
H (6.2032, 7.1872, 2.8206)  0.23
H (6.5332, 8.8170, 2.0843)  0.28

Values from the calculation:
HOMO level (eV): -10.507
Orbital gap (eV): 10.500
Energy above the lowest of the compared OMol25 structures with the same formula, charge and spin (eV): 6.723

***

Computed, not measured: the molecule C21H26N2O, with the ωB97M-V functional and the def2-TZVPD basis.

Last column: Mulliken charge in e.
Positions of all 50 atoms, in Å:
C (-3.7609, -2.7210, -1.9567)  -1.36
H (-4.4146, -3.2144, -1.2406)  0.35
C (-3.7759, -1.2133, -1.7446)  0.06
C (-3.2769, -0.8519, -0.3367)  -0.98
N (-3.2983, 0.5539, 0.0149)  0.59
C (-4.6261, 1.1300, 0.1239)  -1.06
H (-4.9733, 1.5519, -0.8357)  0.31
C (-4.6841, 2.2151, 1.2034)  -0.52
C (-4.2810, 1.6624, 2.5640)  -1.03
H (-3.2902, 1.2212, 2.4999)  0.18
H (-4.2689, 2.4518, 3.3116)  0.38
H (-4.9800, 0.8932, 2.8849)  0.27
H (-5.7030, 2.6064, 1.2444)  0.40
H (-4.0249, 3.0434, 0.9383)  0.29
H (-5.3165, 0.3318, 0.4064)  0.52
C (-2.4071, 1.3838, -0.7828)  -0.63
C (-1.0542, 0.8662, -0.7981)  0.00
C (0.0588, 0.4196, -0.7762)  -1.34
C (1.3968, -0.1641, -0.8419)  2.08
C (2.4337, 0.8952, -0.5111)  -0.03
C (2.2750, 1.7142, 0.6026)  -0.01
N (3.1548, 2.6280, 0.9635)  -0.67
C (4.2447, 2.7737, 0.2276)  -0.32
C (4.5036, 2.0150, -0.9022)  -0.44
C (3.5790, 1.0540, -1.2774)  -0.53
H (3.7289, 0.4411, -2.1525)  0.47
H (5.4048, 2.1687, -1.4759)  0.39
H (4.9359, 3.5351, 0.5647)  0.37
H (1.3970, 1.6315, 1.2302)  0.46
C (1.5536, -1.2731, 0.1996)  -0.25
C (0.7378, -1.3463, 1.3196)  -0.11
C (0.9332, -2.3501, 2.2521)  -0.82
C (1.9412, -3.2822, 2.0748)  -0.48
C (2.7570, -3.2094, 0.9585)  -0.71
C (2.5657, -2.2073, 0.0253)  -0.31
H (3.1982, -2.1433, -0.8482)  0.42
H (3.5463, -3.9326, 0.8148)  0.41
H (2.0912, -4.0636, 2.8051)  0.39
H (0.2934, -2.4031, 3.1206)  0.42
H (-0.0534, -0.6241, 1.4576)  0.53
O (1.6533, -0.6552, -2.1514)  -0.63
H (0.9589, -1.2830, -2.3774)  0.48
H (-2.7543, 1.4933, -1.8288)  0.39
H (-2.3853, 2.3825, -0.3347)  0.37
H (-2.2455, -1.2002, -0.2261)  0.06
H (-3.8853, -1.3786, 0.4046)  0.47
H (-3.1350, -0.7393, -2.4912)  0.23
H (-4.7919, -0.8357, -1.8811)  0.25
H (-2.7544, -3.1131, -1.8250)  0.30
H (-4.0995, -2.9712, -2.9597)  0.39

Values from the calculation:
HOMO level (eV): -8.538
Orbital gap (eV): 9.187
Energy above the lowest of the compared OMol25 structures with the same formula, charge and spin (eV): 2.991

***

Computed, not measured: a cluster of 4 separate species, CH10NO4 in total at a distorted geometry, with the ωB97M-V functional and the def2-TZVPD basis.

Last column: Mulliken charge in e.
Positions of all 16 atoms, in Å:
N (0.1281, -0.2963, 2.7383)  -0.76
C (-0.2345, 0.1826, 1.3820)  -0.32
O (-0.9035, -0.7123, 0.5473)  -0.86
H (0.6800, -1.1534, 2.5699)  0.26
H (-0.7017, -0.8071, 3.0552)  0.28
H (0.6515, 0.7042, 1.0079)  0.31
H (-1.0126, 0.9512, 1.5276)  0.25
H (1.4325, -0.7973, -0.8500)  0.24
H (-0.2225, -0.8021, -0.6077)  0.50
O (0.6316, -0.8887, -1.3767)  -0.93
H (2.7313, 0.6646, -3.0950)  0.29
H (1.7185, 0.3119, -1.9505)  0.48
O (2.5043, 0.8736, -2.1895)  -0.69
H (-1.8740, 0.5310, -0.4099)  0.38
H (-3.1719, 0.3698, -1.1473)  0.28
O (-2.3571, 0.8684, -1.2016)  -0.69

Values from the calculation:
HOMO level (eV): -4.476
Orbital gap (eV): 8.650
Energy above the lowest of the compared OMol25 structures with the same formula, charge and spin (eV): 0.780
Charge: -1

***

Computed, not measured: the molecule C4H7NO2 at a distorted geometry, with the ωB97M-V functional and the def2-TZVPD basis.

Last column: Mulliken charge in e.
Positions of all 14 atoms, in Å:
C (-1.9002, -0.7483, -0.2722)  -0.85
N (-0.4818, -0.1268, -0.0695)  0.07
C (-0.6291, 0.9475, 0.7761)  -0.02
O (-1.7225, 1.2647, 1.1887)  -0.54
C (0.8496, -0.5258, -0.5191)  0.77
O (1.0318, -1.4862, -1.2269)  -0.53
C (2.0919, 0.3148, -0.0818)  -1.23
H (-2.7577, -0.0424, -0.1781)  0.32
H (-1.9550, -1.1805, -1.2608)  0.33
H (-2.0919, -1.4780, 0.5238)  0.30
H (0.2677, 1.5091, 1.0681)  0.37
H (2.0515, 1.3568, -0.4191)  0.36
H (2.9911, -0.1309, -0.5318)  0.28
H (2.2547, 0.3261, 1.0026)  0.37

Values from the calculation:
HOMO level (eV): -10.200
Orbital gap (eV): 10.953
Energy above the lowest of the compared OMol25 structures with the same formula, charge and spin (eV): 1.048